## one
The following is a quantum chemistry calculation of the ion C5H9O with charge +1, from OMol25.

Cartesian coordinates (Å):
1 C 0.98 1.16 0.30
2 C -0.40 1.00 0.41
3 C 1.79 0.28 -0.26
4 C 1.54 -1.10 -0.18
5 C -2.39 -0.21 -0.13
6 O -0.97 -0.14 0.17
7 H 1.26 2.21 0.29
8 H -1.11 1.81 0.51
9 H 2.82 0.53 -0.50
10 H 2.19 -1.60 0.79
11 H 2.05 -1.73 -0.80
12 H 0.55 -1.47 0.01
13 H -2.99 -0.27 0.75
14 H -2.80 0.66 -0.72
15 H -2.52 -1.13 -0.65

## Properties
HOMO energy = -15.12 eV
Total charge = +1
Frontier orbital gap = 9.15 eV

## two
The following is a quantum chemistry calculation of the ion C5H9O with charge +1, from OMol25.

Cartesian coordinates (Å):
1 C 0.08 0.96 -0.38
2 C -0.97 0.07 0.40
3 C 1.48 0.85 0.06
4 C 1.21 -1.36 -0.01
5 C -1.03 -1.32 -0.09
6 O 2.08 -0.42 0.08
7 H -0.13 0.99 -1.43
8 H -0.35 1.98 -0.02
9 H -0.80 0.01 1.47
10 H -1.98 0.57 0.24
11 H 2.19 1.36 -0.54
12 H 1.71 1.14 1.11
13 H 1.46 -2.33 -0.26
14 H -0.94 -1.72 -1.04
15 H -1.41 -1.95 0.60

## Properties
HOMO energy = -14.85 eV
Total charge = +1
Frontier orbital gap = 9.45 eV

The data favor one; the next most stable structure lies 223.6 kJ/mol above it.

## one
The following is a quantum chemistry calculation of a cluster of 3 separate species, C6H18O6 in total, from OMol25.

Cartesian coordinates (Å):
1 O 0.10 -1.35 0.86
2 C 1.37 -0.87 1.27
3 C 1.32 -0.01 2.51
4 O 0.83 -0.67 3.67
5 H -0.01 -2.29 0.93
6 H 1.99 -1.76 1.44
7 H 1.87 -0.33 0.47
8 H 0.68 0.86 2.28
9 H 2.26 0.48 2.79
10 H 1.56 -1.00 4.19
11 O 2.87 0.83 -1.40
12 C 2.41 1.39 -2.65
13 C 1.14 0.70 -3.12
14 O 0.12 0.61 -2.13
15 H 3.59 0.24 -1.63
16 H 2.25 2.44 -2.43
17 H 3.16 1.26 -3.43
18 H 1.40 -0.31 -3.48
19 H 0.73 1.27 -3.95
20 H 0.37 -0.11 -1.54
21 O -2.05 0.65 1.66
22 C -3.18 -0.16 1.40
23 C -3.60 -0.11 -0.06
24 O -2.68 -0.82 -0.89
25 H -1.29 0.11 1.40
26 H -2.90 -1.21 1.55
27 H -4.05 0.05 2.02
28 H -3.71 0.91 -0.43
29 H -4.58 -0.60 -0.17
30 H -1.98 -0.21 -1.12

## Properties
HOMO energy = -9.33 eV
Structure (SMILES) = OCCO.OCCO.OCCO
Total charge = 0
Frontier orbital gap = 9.80 eV

## two
The following is a quantum chemistry calculation of a cluster of 3 separate species, C6H18O6 in total, from OMol25.

Cartesian coordinates (Å):
1 O 3.50 -0.45 -0.78
2 C 3.28 -1.35 -1.95
3 C 1.98 -2.06 -1.92
4 O 0.94 -1.22 -2.23
5 H 4.31 0.05 -0.77
6 H 3.33 -0.73 -2.85
7 H 4.08 -2.09 -2.06
8 H 1.77 -2.55 -0.97
9 H 2.17 -2.91 -2.57
10 H 0.86 -0.61 -1.49
11 O 0.65 0.54 1.70
12 C 0.53 1.32 2.84
13 C 0.95 0.49 4.17
14 O 2.35 0.29 4.36
15 H 1.56 0.37 1.46
16 H 1.07 2.23 2.60
17 H -0.51 1.59 2.99
18 H 0.50 -0.50 4.11
19 H 0.58 0.97 5.08
20 H 2.49 -0.59 4.72
21 O -3.54 0.15 -0.16
22 C -3.36 1.14 -1.20
23 C -4.30 0.91 -2.46
24 O -3.90 -0.25 -3.05
25 H -2.78 0.02 0.42
26 H -3.38 2.08 -0.64
27 H -2.34 1.26 -1.54
28 H -4.17 1.71 -3.18
29 H -5.35 0.86 -2.18
30 H -3.28 -0.67 -2.44

## Properties
HOMO energy = -10.04 eV
Structure (SMILES) = OCCO.OCCO.OCCO
Total charge = 0
Frontier orbital gap = 10.54 eV

The data favor one; the next most stable structure lies 114.4 kJ/mol above it.

## one
The following is a quantum chemistry calculation of a cluster of 2 separate species, C4H12NO3 in total, from OMol25.

Cartesian coordinates (Å):
1 C 0.67 0.61 0.36
2 C 0.26 -0.82 1.17
3 C 1.50 -1.51 2.02
4 O -0.15 -1.72 0.19
5 N -0.61 1.36 0.29
6 C -1.67 0.78 -0.54
7 O -1.37 -0.16 -1.40
8 H 1.24 0.33 -0.58
9 H 1.35 1.06 1.05
10 H -0.44 -0.33 1.88
11 H 2.17 -0.91 2.55
12 H 0.92 -2.17 2.58
13 H 2.22 -1.92 1.40
14 H -0.96 -1.28 -0.57
15 H -0.24 2.25 -0.10
16 H -2.27 1.64 -0.98
17 H -2.50 0.56 0.16
18 H 0.53 0.36 -3.49
19 H -0.66 0.68 -2.68
20 O 0.01 1.18 -3.31

## Properties
HOMO energy = -4.15 eV
Total charge = -1
Frontier orbital gap = 8.20 eV

## two
The following is a quantum chemistry calculation of a structure of composition C4H12NO3, from OMol25.

Cartesian coordinates (Å):
1 C -1.94 -0.71 -0.47
2 O -2.83 -0.26 0.39
3 C -0.50 -0.70 0.25
4 C -0.02 0.72 0.56
5 C 0.32 1.62 -0.61
6 O -0.97 1.33 1.43
7 N 0.85 -1.54 -0.05
8 H -1.81 -0.19 -1.46
9 H -2.06 -1.75 -0.88
10 H -0.77 -1.13 1.20
11 H 0.84 0.66 1.22
12 H 1.02 1.13 -1.30
13 H -0.58 1.90 -1.15
14 H 0.81 2.53 -0.27
15 H -1.84 0.91 1.20
16 H 0.30 -1.06 -0.80
17 H 0.48 -2.45 -0.34
18 H 2.34 -0.73 0.70
19 H 3.13 0.02 -0.26
20 O 3.22 -0.29 0.64

## Properties
HOMO energy = -3.75 eV
Total charge = -1
Frontier orbital gap = 7.66 eV

The data favor one; the next most stable structure lies 67.3 kJ/mol above it.

## one
The following is a quantum chemistry calculation of a structure of composition C4H4ClNO2, from OMol25.

Cartesian coordinates (Å):
1 C -0.08 -0.95 0.64
2 C 0.49 -0.40 -0.73
3 C -0.33 0.82 -0.92
4 C 0.09 2.09 -0.64
5 H -0.03 -0.07 2.35
6 H 0.12 -2.22 0.63
7 H -1.30 -0.83 0.76
8 H 1.58 -0.53 -0.67
9 N 0.33 3.24 -0.22
10 O 0.68 0.05 1.53
11 O -1.46 0.72 -1.18
12 Cl -0.07 -1.92 -1.55

## Properties
HOMO energy = -10.84 eV
Total charge = 0
Frontier orbital gap = 9.75 eV

## two
The following is a quantum chemistry calculation of the molecule C4H4ClNO2, from OMol25.

Cartesian coordinates (Å):
1 C 2.00 0.31 0.86
2 C 1.11 -0.10 -0.03
3 Cl 1.27 -1.61 -0.87
4 C -0.02 0.80 -0.42
5 O 0.14 1.98 -0.58
6 N -1.28 0.24 -0.66
7 C -1.85 -0.86 -0.03
8 O -1.30 -1.58 0.76
9 H 1.88 1.27 1.31
10 H 2.84 -0.31 1.12
11 H -1.91 0.88 -1.08
12 H -2.89 -0.99 -0.37

## Properties
HOMO energy = -9.98 eV
Structure (SMILES) = C=C(Cl)C(=O)NC=O
Total charge = 0
Frontier orbital gap = 10.13 eV

The data favor two; the next most stable structure lies 431.6 kJ/mol above it.

## one
The following is a quantum chemistry calculation of a cluster of 2 separate species, C3H11N4 in total, from OMol25.

Cartesian coordinates (Å):
1 C -0.29 0.16 2.54
2 C -2.52 0.52 2.01
3 N -1.66 -0.26 2.50
4 H 0.01 0.36 3.57
5 H -0.07 1.03 1.90
6 H 0.32 -0.68 2.17
7 H -3.57 0.25 1.98
8 H -2.20 1.49 1.60
9 N 0.64 0.44 -2.91
10 C 0.86 -0.24 -1.71
11 N 1.80 -1.27 -1.66
12 N 0.28 0.12 -0.63
13 H 0.52 -0.23 -3.67
14 H 1.49 0.94 -3.19
15 H 1.61 -2.08 -2.24
16 H 2.74 -0.97 -1.89
17 H -0.55 0.71 -0.63
18 H 0.56 -0.30 0.25

## Properties
HOMO energy = -13.02 eV
Total charge = +1
Frontier orbital gap = 8.09 eV

## two
The following is a quantum chemistry calculation of a cluster of 2 separate species, C3H11N4 in total, from OMol25.

Cartesian coordinates (Å):
1 N 0.60 -0.29 2.14
2 C 1.20 0.82 1.57
3 N 0.50 1.40 0.51
4 N 2.38 1.23 1.94
5 H 0.64 -0.36 3.16
6 H -0.35 -0.46 1.81
7 H -0.44 1.64 0.82
8 H 0.97 2.30 0.29
9 H 2.71 0.66 2.76
10 C -1.43 -0.56 -1.89
11 C -1.86 -1.65 -1.26
12 N 0.03 -0.21 -1.82
13 H -1.94 0.12 -2.60
14 H -2.89 -2.05 -1.50
15 H -1.17 -2.19 -0.57
16 H 0.24 0.37 -0.93
17 H 0.56 -1.11 -1.76
18 H 0.24 0.34 -2.65

## Properties
HOMO energy = -12.85 eV
Total charge = +1
Frontier orbital gap = 9.39 eV

The data favor two; the next most stable structure lies 72.3 kJ/mol above it.

## one
The following is a quantum chemistry calculation of the molecule H6OSi2, from OMol25.

Cartesian coordinates (Å):
1 O 1.86 -0.77 -0.58
2 Si 0.67 0.70 -0.08
3 Si -1.43 -0.31 -0.14
4 H 2.59 -0.70 0.09
5 H 1.53 1.70 -0.54
6 H 0.84 0.72 1.47
7 H -2.12 -0.30 -1.30
8 H -1.79 -1.68 0.43
9 H -2.17 0.64 0.65

## Properties
HOMO energy = -10.35 eV
Structure (SMILES) = O[SiH2][SiH3]
Total charge = 0
Frontier orbital gap = 10.09 eV

## two
The following is a quantum chemistry calculation of a cluster of 2 separate species, H6OSi2 in total, from OMol25.

Cartesian coordinates (Å):
1 O -1.07 -0.37 -0.11
2 Si -0.50 0.11 -1.49
3 Si 0.63 0.05 2.16
4 H -1.28 0.02 0.75
5 H -1.85 0.25 -2.32
6 H 0.48 1.36 -1.30
7 H 0.38 -0.97 -1.83
8 H 1.80 0.53 1.37
9 H 1.41 -0.99 2.77

## Properties
HOMO energy = -8.95 eV
Total charge = 0
Frontier orbital gap = 7.98 eV

The data favor one; the next most stable structure lies 95.1 kJ/mol above it.

## one
The following is a quantum chemistry calculation of the molecule C19H25N3O4S, from OMol25.

Cartesian coordinates (Å):
1 C -5.51 -1.44 2.18
2 S -4.92 0.15 1.54
3 C -3.98 -0.31 0.13
4 C -3.82 -1.60 -0.34
5 C -3.04 -1.84 -1.47
6 C -2.43 -0.79 -2.12
7 C -2.57 0.51 -1.65
8 C -3.35 0.75 -0.53
9 O -3.60 1.98 0.02
10 C -2.82 3.08 -0.40
11 C -1.37 2.88 -0.09
12 C -0.74 2.11 0.84
13 C 0.63 2.34 0.59
14 C 1.78 1.69 1.27
15 O 1.62 0.83 2.11
16 N 2.98 2.18 0.87
17 C 4.19 1.43 1.11
18 C 4.42 0.43 -0.03
19 N 3.26 -0.43 -0.13
20 C 2.49 -0.33 -1.35
21 C 1.10 -0.91 -1.12
22 C 1.21 -2.37 -0.68
23 C 2.13 -2.50 0.54
24 O 1.54 -2.05 1.72
25 C 3.47 -1.81 0.26
26 N 0.78 3.17 -0.42
27 O -0.45 3.51 -0.85
28 H -4.66 -2.08 2.44
29 H -6.15 -1.93 1.46
30 H -6.07 -1.21 3.08
31 H -4.29 -2.43 0.15
32 H -2.92 -2.85 -1.83
33 H -1.83 -0.97 -3.00
34 H -2.08 1.32 -2.17
35 H -3.21 3.93 0.18
36 H -2.95 3.30 -1.47
37 H -1.17 1.49 1.60
38 H 2.97 2.83 0.10
39 H 4.05 0.89 2.05
40 H 5.03 2.12 1.20
41 H 5.33 -0.15 0.18
42 H 4.58 0.98 -0.97
43 H 2.41 0.72 -1.64
44 H 2.98 -0.88 -2.19
45 H 0.51 -0.83 -2.03
46 H 0.60 -0.34 -0.34
47 H 0.22 -2.75 -0.43
48 H 1.62 -2.97 -1.50
49 H 2.33 -3.57 0.71
50 H 1.59 -1.08 1.76
51 H 4.07 -1.82 1.17
52 H 4.02 -2.37 -0.53

## Properties
HOMO energy = -8.00 eV
Structure (SMILES) = CSc1ccccc1OCc1cc(C(=O)NCCN2CCC[C@H](O)C2)no1
Total charge = 0
Frontier orbital gap = 8.62 eV

## two
The following is a quantum chemistry calculation of the molecule C19H25N3O4S, from OMol25.

Cartesian coordinates (Å):
1 C 5.31 1.71 -0.05
2 O 4.49 2.62 0.65
3 C 3.23 2.25 0.96
4 C 2.47 3.21 1.66
5 C 1.17 2.93 2.03
6 C 0.62 1.71 1.71
7 S -1.08 1.35 2.12
8 O -1.58 2.40 2.96
9 O -1.19 -0.01 2.57
10 N -1.76 1.44 0.60
11 C -2.64 0.39 0.13
12 C -2.23 0.16 -1.33
13 O -2.64 0.82 -2.26
14 N -1.33 -0.83 -1.47
15 C -0.61 -1.08 -2.70
16 C 0.91 -0.97 -2.47
17 C 1.40 -2.06 -1.57
18 C 2.38 -2.97 -1.98
19 C 2.79 -3.96 -1.10
20 C 2.21 -4.02 0.16
21 C 1.24 -3.08 0.48
22 N 0.86 -2.13 -0.36
23 C -4.13 0.74 0.26
24 C -4.98 -0.41 -0.28
25 C -4.48 1.03 1.72
26 C 1.35 0.76 1.03
27 C 2.65 1.02 0.65
28 H 6.27 2.22 -0.18
29 H 4.90 1.46 -1.03
30 H 5.47 0.79 0.53
31 H 2.94 4.15 1.89
32 H 0.58 3.65 2.57
33 H -2.07 2.37 0.37
34 H -2.41 -0.48 0.74
35 H -0.92 -1.28 -0.65
36 H -0.85 -2.08 -3.07
37 H -0.95 -0.34 -3.42
38 H 1.42 -1.01 -3.43
39 H 1.11 0.00 -2.00
40 H 2.80 -2.90 -2.97
41 H 3.54 -4.67 -1.39
42 H 2.50 -4.77 0.87
43 H 0.75 -3.07 1.44
44 H -4.32 1.63 -0.35
45 H -4.76 -0.58 -1.33
46 H -6.04 -0.17 -0.18
47 H -4.78 -1.32 0.28
48 H -3.85 1.82 2.13
49 H -5.52 1.34 1.80
50 H -4.33 0.14 2.32
51 H 0.89 -0.19 0.79
52 H 3.21 0.27 0.12

## Properties
HOMO energy = -8.80 eV
Structure (SMILES) = COc1ccc(S(=O)(=O)N[C@H](C(=O)NCCc2ccccn2)C(C)C)cc1
Total charge = 0
Frontier orbital gap = 9.24 eV

The data favor two; the next most stable structure lies 127.3 kJ/mol above it.

## one
The following is a quantum chemistry calculation of a cluster of 2 separate species, C4H9NO4 in total, from OMol25.

Cartesian coordinates (Å):
1 C 0.42 1.73 0.66
2 N -0.67 1.00 -0.01
3 C -0.48 0.25 -1.22
4 O -1.31 -0.51 -1.66
5 O 0.48 0.78 -2.04
6 H 1.07 0.97 1.08
7 H 1.04 2.37 0.04
8 H 0.00 2.28 1.50
9 H -1.47 1.63 -0.14
10 H 0.31 0.44 -2.94
11 O -0.68 -0.30 2.29
12 C -0.91 -0.68 1.18
13 C 0.33 -1.78 0.28
14 O 1.64 -1.29 0.24
15 H -1.84 -1.20 0.89
16 H 0.29 -2.52 1.08
17 H 0.07 -2.36 -0.62
18 H 1.72 -0.82 -0.61

## Properties
HOMO energy = -8.14 eV
Structure (SMILES) = CNC(=O)O.O=CCO
Total charge = 0
Frontier orbital gap = 8.30 eV

## two
The following is a quantum chemistry calculation of a cluster of 2 separate species, C4H9NO4 in total, from OMol25.

Cartesian coordinates (Å):
1 N 0.24 4.42 1.40
2 O -0.77 5.09 1.35
3 O 1.27 5.07 1.37
4 C -0.51 -2.78 -1.12
5 C -0.12 -1.32 -1.14
6 C -0.16 -0.67 0.24
7 C 0.24 0.81 0.19
8 O 0.26 1.35 1.37
9 O 0.69 -1.33 1.16
10 H -0.52 -3.22 -2.11
11 H 0.18 -3.36 -0.50
12 H -1.50 -2.92 -0.68
13 H 0.90 -1.21 -1.54
14 H -0.76 -0.76 -1.83
15 H -1.18 -0.76 0.65
16 H 1.26 0.89 -0.23
17 H -0.44 1.39 -0.45
18 H 0.91 -0.69 1.88

## Properties
HOMO energy (alpha / beta) = -10.13 / -10.31 eV
Total charge = 0
Frontier orbital gap (alpha / beta) = 8.13 / 7.30 eV

The data favor one; the next most stable structure lies 361.1 kJ/mol above it.